Computed, not measured: a 6-piece molecular cluster, C7H27FNO5S overall at a distorted geometry, with ωB97M-V/def2-TZVPD.

HOMO level (Eh): -0.4139
Gap between HOMO and LUMO (eV): 6.733
Electronic energy (eV): -32965.325
2S+1: 1
F_max (Eh/bohr): 0.068
Charge: +1

XYZ file:
```
42
Properties=species:S:1:pos:R:3:forces:R:3
O -4.84642 1.72798 1.38168 0.18 -0.42 -0.64
H -2.13577 1.14982 -1.08916 1.05 2.36 0.93
H -5.10619 3.05309 2.92447 -0.02 -0.15 -0.09
H 2.56885 4.31310 -2.84956 0.11 -0.07 -0.24
H 4.33622 -7.87655 0.87419 0.02 -0.18 0.25
H 4.47818 -9.54616 0.26483 -0.09 0.17 -0.09
C 3.88267 -8.63106 0.22667 -0.12 0.15 -0.08
H -0.22401 -0.44084 0.24796 0.43 -0.43 0.00
H -1.37653 5.58499 -2.37502 -0.65 -0.58 1.49
O 3.85449 -8.15534 -1.10640 -0.22 0.39 -0.20
H 0.93471 -2.64354 1.62172 -0.10 0.16 -0.08
C 0.33921 -1.72845 1.58356 -0.11 0.17 0.12
H -6.48172 1.96382 2.60753 0.06 0.11 0.22
F -0.76548 1.88829 0.42515 -2.04 1.05 -2.61
H 3.74901 -3.98122 1.45221 0.01 -0.18 0.24
H 3.31946 -7.34346 -1.10893 0.34 -0.40 -0.15
S -0.97415 5.24972 -1.06607 1.82 1.03 -0.95
H -3.38140 2.87057 0.46254 0.89 0.67 -2.08
O 0.31102 -1.25273 0.25049 -0.26 0.43 -0.44
H 1.70929 5.47433 -3.90819 0.15 -0.12 -0.24
N -2.34371 4.66253 -0.16835 -2.25 0.65 -0.64
H 1.29039 5.81330 -1.68094 0.80 0.24 -0.05
H 2.27726 -4.95209 1.13705 0.04 -0.13 0.26
H 3.89097 -5.65083 0.84284 -0.07 0.19 -0.08
H -3.16953 5.29737 -0.38754 1.09 -0.81 0.64
C -5.39208 2.03465 2.65148 -0.26 -0.16 0.39
H -2.15181 4.78640 0.85408 0.14 -0.15 -0.97
H -5.00061 1.33677 3.39562 -0.12 0.17 0.14
H 0.79275 -0.97393 2.23108 0.00 -0.17 0.21
H 2.73225 -3.44813 -0.53091 0.31 -0.44 -0.14
C -2.79462 3.25935 -0.49077 -0.52 -2.91 0.41
C 2.48120 5.36216 -3.14293 -0.09 -0.23 -0.10
C -1.60499 2.17744 -0.78692 -0.14 -1.12 -0.23
H -0.67901 -1.94480 1.91592 0.09 -0.13 0.24
H -0.89807 2.43627 -1.68388 -1.22 -0.22 2.05
H -5.11665 0.81910 1.16637 0.20 0.50 0.01
C 3.29547 -4.73573 0.80469 -0.09 0.22 -0.01
H 2.86446 -8.84741 0.55903 0.07 -0.11 0.26
O 3.26728 -4.26001 -0.52839 -0.24 0.35 -0.26
H -3.51376 3.29994 -1.42521 1.58 -0.08 1.91
O 2.14321 6.14317 -2.01157 -0.58 0.18 0.45
H 3.43816 5.70811 -3.54044 -0.21 0.00 0.16
```
Forces are in eV/Å.

Atom charges from the natural (NBO) analysis, given in e for atoms 1 to 2: atom 1 (O): -0.759, atom 2 (H): 0.232